DFT (the ωB97M-V functional and the def2-TZVPD basis) results for a structure of composition C16H41BN6O11PS3.

CARTESIAN COORDINATES (ANGSTROEM)
C 4.62 -1.83 1.40
O 3.39 -1.21 1.80
B 2.95 -0.13 1.10
O 3.11 1.16 1.53
S 2.05 -0.39 -0.53
O 2.63 -1.57 -1.15
O 2.06 0.81 -1.35
N 0.61 -0.76 0.04
S -0.66 0.17 -0.16
O -0.54 1.50 0.40
O -1.25 0.07 -1.48
P -1.99 -0.96 1.17
S -2.51 -0.11 2.84
H 4.82 -2.63 2.11
H 5.44 -1.10 1.42
H 4.51 -2.25 0.40
H 2.81 1.26 2.44
H -3.07 -1.25 0.32
H -1.32 -2.17 1.32
C -5.49 -3.00 3.52
O -4.34 -2.64 3.66
N -6.47 -2.74 4.43
C -7.83 -3.16 4.23
C -6.10 -2.00 5.62
H -5.85 -3.55 2.64
H -8.51 -2.30 4.20
H -8.16 -3.83 5.03
H -7.91 -3.69 3.28
H -5.69 -1.02 5.36
H -5.34 -2.53 6.19
H -6.99 -1.87 6.24
C 5.94 3.02 1.24
O 6.72 2.64 2.10
N 5.57 4.30 1.07
C 4.62 4.69 0.05
C 6.14 5.31 1.95
H 5.45 2.34 0.53
H 5.07 5.40 -0.65
H 3.74 5.16 0.50
H 4.30 3.81 -0.49
H 7.22 5.33 1.86
H 5.90 5.09 2.99
H 5.73 6.28 1.68
C -0.62 -2.89 4.34
O -0.14 -2.41 3.34
N 0.13 -3.42 5.34
C -0.46 -3.98 6.53
C 1.58 -3.40 5.19
H -1.70 -2.93 4.52
H -0.14 -3.45 7.43
H -0.20 -5.03 6.65
H -1.55 -3.90 6.46
H 1.94 -2.38 5.08
H 1.88 -3.95 4.30
H 2.03 -3.85 6.08
C 0.12 -0.77 -6.34
O -0.22 -1.67 -7.09
N 1.00 -0.88 -5.34
C 1.36 0.24 -4.49
C 1.61 -2.17 -5.06
H -0.28 0.26 -6.43
H 2.43 0.44 -4.56
H 1.11 0.03 -3.45
H 0.82 1.13 -4.82
H 2.17 -2.52 -5.93
H 0.84 -2.91 -4.84
H 2.27 -2.07 -4.21
C -3.56 4.72 -6.78
O -3.69 5.61 -7.60
N -2.71 3.68 -6.93
C -2.59 2.63 -5.93
C -1.90 3.61 -8.13
H -4.12 4.68 -5.84
H -1.57 2.59 -5.55
H -2.84 1.66 -6.36
H -3.26 2.84 -5.10
H -1.26 4.49 -8.22
H -2.53 3.57 -9.02
H -1.28 2.72 -8.09

F_max: 0.753 eV Å⁻¹
HOMO level: -5.4 eV
frontier orbital gap: 0.275 hartree
net charge: -1